Record 1
Density functional theory data (wB97M-V/def2-TZVPD) for a cluster of 7 separate species, C13H34IN8O17P in total at a distorted geometry.

```
! RIJCOSX wB97M-V def2-TZVPD def2/J DEFGRID3
* xyz 0 1
H -1.06 3.46 -0.95
N -1.46 2.54 -0.79
C -2.57 2.65 -0.21
C -3.40 1.47 0.17
C -2.86 0.91 1.48
C -1.61 0.04 1.15
C -0.41 0.30 2.06
O 0.54 1.04 1.30
C 1.68 1.39 2.09
O -1.97 -1.34 1.11
C -1.15 -2.08 0.29
I -0.33 -3.76 1.40
N -3.83 0.05 2.16
O -3.28 -0.21 3.45
P -5.36 0.86 2.46
O -6.00 -0.10 3.60
O -6.15 0.34 1.11
H -2.96 3.64 0.03
H -3.36 0.75 -0.63
H -4.42 1.83 0.23
H -2.49 1.69 2.14
H -1.29 0.31 0.16
H -0.69 0.81 2.97
H 0.04 -0.67 2.29
H 1.69 2.45 2.28
H 1.68 0.84 3.02
H 2.57 1.12 1.53
H -1.71 -2.51 -0.53
H -0.28 -1.55 -0.07
H -2.85 -1.07 3.40
H -5.78 -1.02 3.37
H -5.58 -0.23 0.58
C -1.08 2.75 -3.87
N 0.02 3.01 -4.84
O 0.38 4.16 -5.01
O 0.49 2.04 -5.41
H -1.40 3.69 -3.45
H -1.89 2.27 -4.41
H -0.69 2.09 -3.10
C 3.71 3.31 -1.64
N 4.43 2.26 -0.86
O 3.80 1.29 -0.50
O 5.61 2.46 -0.63
H 2.68 2.99 -1.76
H 3.78 4.24 -1.08
H 4.21 3.39 -2.60
C -2.50 -1.10 -4.72
N -3.08 -0.57 -3.45
O -4.25 -0.80 -3.22
O -2.34 0.05 -2.72
H -3.27 -1.62 -5.26
H -2.14 -0.24 -5.29
H -1.69 -1.76 -4.46
C 5.74 -0.42 1.61
N 5.02 -0.64 2.90
O 4.06 -1.38 2.89
O 5.44 -0.04 3.87
H 5.25 -1.01 0.84
H 5.69 0.64 1.39
H 6.77 -0.75 1.76
C -4.56 -5.47 -4.65
N -3.97 -4.26 -5.29
O -2.84 -3.93 -4.96
O -4.65 -3.68 -6.11
H -3.85 -5.87 -3.95
H -5.47 -5.15 -4.14
H -4.79 -6.18 -5.44
C 6.91 -1.05 6.21
N 8.10 -1.83 6.66
O 8.51 -2.70 5.92
O 8.59 -1.53 7.73
H 6.59 -1.42 5.26
H 6.13 -1.19 6.96
H 7.20 -0.01 6.15
*
```

E_HOMO (Eh): -0.3305
Gap between HOMO and LUMO (eV): 8.65
E_LUMO (eV): -0.341


Record 2
Density functional theory data (wB97M-V/def2-TZVPD) for a structure of composition C22H17F5STc.

```
! RIJCOSX wB97M-V def2-TZVPD def2/J DEFGRID3
* xyz 3 1
Tc 0.68 -0.16 0.30
C 4.01 0.99 0.95
C 2.83 0.18 1.38
C 1.76 0.79 2.09
C 0.71 0.02 2.64
C -0.31 0.65 3.53
C 0.66 -1.37 2.34
C 1.67 -2.00 1.58
C 1.65 -3.47 1.34
C 2.72 -1.19 1.07
H 4.72 0.98 1.79
H 3.75 2.03 0.76
H 4.52 0.55 0.10
H 1.79 1.85 2.29
H 0.11 0.68 4.54
H -1.24 0.08 3.57
H -0.52 1.68 3.24
H -0.15 -1.97 2.74
H 2.20 -3.94 2.17
H 2.15 -3.74 0.42
H 0.64 -3.87 1.36
H 3.49 -1.66 0.46
F -0.25 -1.01 -6.27
C 0.12 -0.48 -5.16
C -0.10 -1.21 -3.95
F -0.65 -2.39 -4.01
C 0.29 -0.62 -2.79
F 0.17 -1.30 -1.61
C 0.91 0.64 -2.73
S 1.46 1.25 -1.25
C 1.13 1.34 -3.96
F 1.69 2.51 -3.93
C 0.73 0.78 -5.16
F 0.91 1.41 -6.29
C -1.06 0.33 0.39
C -2.37 0.66 0.46
C -3.37 -0.35 0.25
C -4.69 0.01 0.33
C -5.02 1.34 0.62
C -4.06 2.34 0.82
C -2.74 2.02 0.74
H -3.07 -1.36 0.04
H -5.47 -0.73 0.19
H -6.07 1.60 0.68
H -4.38 3.35 1.04
H -1.96 2.76 0.89
*
```

E_HOMO (alpha / beta) (Eh): -0.6863 / -0.6863
Gap between HOMO and LUMO (alpha / beta) (eV): 5.28 / 5.28
E_LUMO (alpha / beta) (eV): -13.397 / -13.397


Record 3
Density functional theory data (wB97M-V/def2-TZVPD) for the molecule C3H9N3O at a distorted geometry.

```
! RIJCOSX wB97M-V def2-TZVPD def2/J DEFGRID3
* xyz 0 1
N -0.11 -0.60 2.66
C 0.03 -1.24 1.43
N -0.39 -0.43 0.21
C 0.57 0.03 -0.66
O 1.85 0.07 -0.43
C -0.10 0.74 -1.85
N -1.45 1.34 -1.60
H 0.70 -0.65 3.32
H -1.00 -0.32 3.17
H -0.48 -2.21 1.52
H 1.03 -1.49 1.35
H -1.35 -0.11 -0.07
H -0.27 0.17 -2.80
H 0.71 1.47 -1.96
H -1.36 2.35 -1.28
H -2.16 0.89 -2.26
*
```

E_HOMO (Eh): -0.3261
Gap between HOMO and LUMO (eV): 9.71
E_LUMO (eV): 0.835


Record 4
Density functional theory data (wB97M-V/def2-TZVPD) for a cluster of 3 separate species, C17H24F16IN4O4 in total.

```
! RIJCOSX wB97M-V def2-TZVPD def2/J DEFGRID3
* xyz -1 1
N 4.80 -5.09 2.26
C 5.80 -4.08 1.87
N 6.90 -4.27 2.82
N 6.29 -4.32 0.53
C 5.28 -2.63 2.03
C 4.60 -2.02 0.82
N 3.15 -2.38 0.74
C 2.35 -1.90 1.87
C 1.60 -3.04 2.61
C 1.17 -4.16 1.69
I 0.11 -5.66 2.85
C 4.79 -0.47 0.80
O 4.48 0.13 1.85
O 5.17 0.00 -0.29
H 4.63 -4.98 3.25
H 3.94 -4.92 1.77
H 7.74 -3.90 2.40
H 7.02 -5.27 2.98
H 6.76 -5.21 0.54
H 5.53 -4.39 -0.14
H 6.13 -2.00 2.29
H 4.63 -2.62 2.91
H 5.05 -2.37 -0.10
H 2.82 -1.90 -0.09
H 2.97 -1.38 2.59
H 1.59 -1.19 1.53
H 2.21 -3.46 3.41
H 0.70 -2.62 3.06
H 2.00 -4.68 1.23
H 0.46 -3.85 0.93
C -2.02 0.98 0.40
C -3.16 1.93 0.81
C -3.02 2.69 2.12
F -3.01 1.85 3.17
F -4.10 3.51 2.26
F -4.35 1.29 0.77
F -3.20 2.91 -0.16
O -2.23 -0.39 0.65
C -1.86 -0.97 1.83
C -3.04 -1.64 2.52
F -4.00 -0.73 2.80
F -2.62 -2.19 3.68
F -1.24 -0.10 2.65
F -0.96 -1.94 1.55
H -1.98 1.06 -0.68
H -1.06 1.33 0.78
H -2.12 3.30 2.13
H -3.46 -2.42 1.88
C -3.39 5.90 -4.70
C -2.73 4.73 -5.44
C -3.57 4.00 -6.49
F -4.63 3.39 -5.92
F -2.80 3.05 -7.07
F -2.22 3.85 -4.56
F -1.69 5.28 -6.14
O -3.88 5.63 -3.40
C -5.16 5.21 -3.18
C -5.18 3.85 -2.47
F -4.57 2.92 -3.24
F -6.46 3.47 -2.28
F -5.90 5.19 -4.31
F -5.75 6.09 -2.34
H -2.59 6.61 -4.53
H -4.14 6.40 -5.32
H -3.91 4.69 -7.26
H -4.66 3.92 -1.52
*
```

E_HOMO (Eh): -0.1544
Gap between HOMO and LUMO (eV): 5.96
E_LUMO (eV): 1.757


Record 5
Density functional theory data (wB97M-V/def2-TZVPD) for a cluster of 2 separate species, C3H3I in total at a distorted geometry.

```
! RIJCOSX wB97M-V def2-TZVPD def2/J DEFGRID3
* xyz 0 1
C 0.86 0.15 0.34
C 0.23 -0.98 0.14
C 0.40 -0.12 -1.02
I 1.35 -0.74 -2.80
H 1.38 0.58 1.26
H -0.46 -1.74 0.59
H -1.24 0.85 -1.39
*
```

E_HOMO (alpha / beta) (Eh): -0.3134 / -0.3133
Gap between HOMO and LUMO (alpha / beta) (eV): 8.24 / 8.24
E_LUMO (alpha / beta) (eV): -0.284 / -0.284


Record 6
Density functional theory data (wB97M-V/def2-TZVPD) for a structure of composition C4H4N2O at a distorted geometry.

```
! RIJCOSX wB97M-V def2-TZVPD def2/J DEFGRID3
* xyz 0 1
C -1.68 0.37 0.02
C -0.21 -0.91 -0.29
C 1.14 0.78 0.09
C -0.18 0.50 -0.39
H -2.69 0.64 -0.67
H -2.01 0.56 1.24
H 2.67 -0.53 -0.20
H 1.79 1.72 0.10
N 0.98 -1.48 0.00
N 1.73 -0.46 0.04
O -1.53 -1.18 0.06
*
```

E_HOMO (Eh): -0.3254
Gap between HOMO and LUMO (eV): 9.61
E_LUMO (eV): 0.757


Record 7
Density functional theory data (wB97M-V/def2-TZVPD) for a structure of composition C52H53Cl2N2O6S2V at a distorted geometry.

```
! RIJCOSX wB97M-V def2-TZVPD def2/J DEFGRID3
* xyz 1 2
V -0.31 0.47 -0.25
C 5.39 1.05 3.15
C 4.63 1.28 1.85
C 5.55 1.89 0.78
O 3.52 2.13 2.10
C 2.48 1.78 1.23
C 2.94 0.39 0.64
O 4.07 0.07 1.40
C 2.01 -0.86 0.48
O 1.03 -0.56 -0.45
C 2.93 -1.95 -0.13
C 3.43 -3.03 0.58
C 4.28 -3.93 -0.04
C 4.64 -3.76 -1.37
C 4.13 -2.69 -2.08
C 3.27 -1.80 -1.47
C 1.40 -1.44 1.75
C 0.20 -2.13 1.66
C -0.30 -2.82 2.75
C 0.41 -2.86 3.94
C 1.62 -2.19 4.03
C 2.11 -1.48 2.95
C 1.06 1.90 1.88
O 0.26 1.25 0.98
C 0.57 3.37 1.85
C 0.53 4.02 0.62
C -0.09 5.25 0.49
C -0.66 5.86 1.59
C -0.59 5.23 2.82
C 0.00 3.99 2.95
C 0.91 1.32 3.28
C 1.81 1.62 4.30
C 1.61 1.09 5.57
C 0.50 0.30 5.84
C -0.42 0.05 4.84
C -0.21 0.55 3.57
H 5.73 2.00 3.54
H 6.23 0.40 2.96
H 4.73 0.58 3.88
H 5.99 2.82 1.16
H 5.00 2.12 -0.13
H 6.35 1.19 0.55
H 2.47 2.49 0.38
H 3.24 0.61 -0.40
H 3.18 -3.18 1.62
H 4.67 -4.77 0.51
H 5.32 -4.46 -1.84
H 4.41 -2.55 -3.11
H 2.86 -0.97 -2.02
H -0.34 -2.16 0.72
H -1.22 -3.37 2.65
H 0.04 -3.43 4.77
H 2.19 -2.23 4.95
H 3.07 -0.99 3.02
H 0.96 3.57 -0.26
H -0.14 5.71 -0.49
H -1.14 6.83 1.49
H -1.02 5.71 3.69
H 0.01 3.51 3.92
H 2.65 2.26 4.11
H 2.32 1.30 6.35
H 0.36 -0.11 6.83
H -1.31 -0.53 5.04
H -0.92 0.33 2.79
Cl -2.50 0.93 0.88
C -3.03 2.53 0.51
C -4.04 3.10 1.27
C -4.54 4.33 0.90
C -4.03 4.99 -0.21
C -2.99 4.43 -0.93
Cl -2.36 5.26 -2.29
C -2.45 3.18 -0.59
S -1.16 2.50 -1.53
H -4.43 2.57 2.12
H -5.33 4.78 1.48
H -4.44 5.93 -0.52
C 1.64 -1.97 -4.80
C 0.43 -2.79 -4.40
S 0.20 -2.71 -2.55
O -1.26 -2.89 -2.37
C 0.93 -4.37 -2.13
C 0.00 -5.50 -2.54
H 1.70 -1.89 -5.88
H 2.56 -2.43 -4.44
H 1.58 -0.97 -4.39
H 0.53 -3.83 -4.72
H -0.49 -2.38 -4.80
H 1.06 -4.34 -1.05
H 1.90 -4.43 -2.60
H -1.04 -5.19 -2.41
H 0.16 -6.38 -1.93
H 0.14 -5.79 -3.58
C -4.99 -0.78 -4.21
N -3.63 -0.49 -3.86
N -3.14 -0.57 -2.60
C -1.81 -0.29 -2.61
O -1.13 -0.25 -1.55
C -1.47 -0.02 -3.95
C -2.63 -0.16 -4.69
C -2.84 0.01 -6.15
C -3.93 -0.68 -1.43
C -4.92 0.27 -1.21
C -5.64 0.21 -0.03
C -5.36 -0.77 0.91
C -4.36 -1.71 0.67
C -3.64 -1.67 -0.51
H -5.52 0.13 -4.52
H -5.51 -1.22 -3.36
H -5.01 -1.50 -5.04
H -0.51 0.27 -4.31
H -1.95 0.42 -6.61
H -3.68 0.67 -6.34
H -3.07 -0.96 -6.61
H -5.09 1.06 -1.93
H -6.41 0.95 0.16
H -5.92 -0.81 1.83
H -4.15 -2.46 1.41
H -2.86 -2.38 -0.74
*
```

E_HOMO (alpha / beta) (Eh): -0.3658 / -0.3671
Gap between HOMO and LUMO (alpha / beta) (eV): 7.27 / 6.99
E_LUMO (alpha / beta) (eV): -2.688 / -2.998


Record 8
Density functional theory data (wB97M-V/def2-TZVPD) for a structure of composition C19H21ClN4O5S at a distorted geometry.

```
! RIJCOSX wB97M-V def2-TZVPD def2/J DEFGRID3
* xyz 0 1
C -2.37 5.86 4.11
C -1.77 5.25 3.01
N -2.58 4.45 2.29
C -1.92 3.79 1.14
C -0.61 3.98 0.74
N 0.31 4.60 1.65
C -0.17 5.20 2.64
H 0.13 5.82 3.31
C 0.02 3.10 -0.25
O -0.49 2.69 -1.13
O 1.39 2.98 0.02
C 1.97 2.30 -1.18
H 3.10 2.50 -1.05
C 1.51 0.97 -1.16
O 1.13 0.38 -0.33
N 1.54 0.49 -2.54
C 1.04 -0.59 -3.04
C 0.38 -1.60 -2.14
C -0.26 -2.76 -2.47
C 0.13 -3.23 -3.83
C 0.59 -2.32 -4.83
C 1.22 -1.23 -4.22
Cl 1.90 -0.04 -5.28
H 0.96 -2.64 -5.73
H -0.59 -4.20 -4.19
S -1.04 -3.87 -1.42
O -2.34 -3.52 -1.68
O -0.68 -5.30 -1.68
N -0.31 -3.55 -0.02
C -1.23 -2.94 1.05
C -0.67 -1.94 1.91
C 0.62 -2.47 2.31
C 1.58 -2.99 1.30
C 0.83 -4.00 0.35
H 1.39 -4.38 -0.48
H 0.57 -4.99 1.30
H 2.34 -3.39 1.58
H 2.08 -2.20 0.70
H 1.27 -1.72 2.97
H 0.56 -3.45 3.17
H -0.19 -0.96 1.23
H -1.02 -1.73 2.73
H -2.14 -2.66 0.47
H -1.53 -3.77 1.59
H 0.04 -1.44 -1.11
H 1.69 1.32 -3.27
H 2.04 3.08 -2.14
H -2.44 3.28 0.48
H -2.15 5.51 5.06
H -2.27 6.75 3.96
H -3.57 5.60 4.07
*
```

E_HOMO (Eh): -0.3118
Gap between HOMO and LUMO (eV): 8.23
E_LUMO (eV): -0.254


Record 9
Density functional theory data (wB97M-V/def2-TZVPD) for the ion C5H11N3 with charge +2 at a distorted geometry.

```
! RIJCOSX wB97M-V def2-TZVPD def2/J DEFGRID3
* xyz 2 3
C 1.49 -1.18 -0.01
C -2.01 -0.08 -0.05
C -1.14 -1.33 0.11
C -1.10 1.12 0.21
C 1.50 1.08 0.08
N 2.30 -0.17 0.06
N 0.20 -0.84 -0.35
N 0.19 0.63 -0.38
H 1.75 -2.31 0.01
H -2.38 -0.14 -1.09
H -2.73 -0.23 0.68
H -1.12 -1.60 1.15
H -1.46 -2.16 -0.41
H -1.33 1.99 -0.28
H -0.93 1.35 1.34
H 1.42 1.40 1.10
H 2.11 1.69 -0.65
H 3.26 -0.13 0.06
H -0.03 0.90 -1.57
*
```

E_HOMO (alpha / beta) (Eh): -0.5736 / -0.7781
Gap between HOMO and LUMO (alpha / beta) (eV): 7.05 / 7.92
E_LUMO (alpha / beta) (eV): -8.559 / -13.253


Record 10
Density functional theory data (wB97M-V/def2-TZVPD) for the molecule C2H3N3OS at a distorted geometry.

```
! RIJCOSX wB97M-V def2-TZVPD def2/J DEFGRID3
* xyz 0 1
N -0.86 -2.61 -0.53
C -0.73 -1.47 -0.34
C -0.49 -0.05 -0.35
N -1.19 0.71 -1.20
O -0.69 2.04 -1.10
N 0.37 0.41 0.61
S 1.94 -0.02 0.91
H 0.21 1.93 -0.55
H -0.27 0.35 1.45
H 1.71 -1.29 1.09
*
```

E_HOMO (Eh): -0.3818
Gap between HOMO and LUMO (eV): 10.03
E_LUMO (eV): -0.362


Record 11
Density functional theory data (wB97M-V/def2-TZVPD) for a cluster of 6 separate species, C8H28N6O6 in total at a distorted geometry.

```
! RIJCOSX wB97M-V def2-TZVPD def2/J DEFGRID3
* xyz 0 1
N 0.37 0.49 -1.17
C 1.04 1.42 -1.69
N 0.54 1.83 -2.82
O 2.01 2.23 -1.00
H 0.63 0.33 -0.11
H -0.34 -0.06 -1.76
H 0.95 2.60 -3.29
H -0.26 1.42 -3.36
N -1.62 3.25 -1.81
C -2.57 2.63 -1.12
N -2.37 1.44 -0.77
O -3.79 3.25 -1.13
H -2.02 4.09 -2.35
H -0.71 2.86 -2.25
H -2.99 0.93 -0.17
H -1.38 1.17 -0.94
N -1.08 -2.19 -0.35
C -2.31 -2.09 -0.66
N -2.56 -2.66 -1.82
O -3.08 -1.32 0.11
H -0.80 -1.55 0.35
H -0.44 -2.83 -0.81
H -3.50 -2.62 -2.26
H -1.92 -3.43 -1.97
C 3.33 -3.61 1.79
C 2.56 -2.36 1.61
C 3.05 -1.60 0.38
O 1.33 -2.47 1.48
H 4.35 -3.38 2.14
H 3.26 -4.09 0.82
H 2.81 -4.23 2.53
H 2.76 -1.54 2.36
H 4.14 -1.52 0.35
H 2.56 -0.63 0.23
H 2.93 -2.25 -0.52
H 1.02 -3.38 1.24
C -0.42 3.14 1.35
O -0.49 4.28 0.53
H -1.46 2.84 1.63
H 0.08 3.39 2.22
H 0.04 2.37 0.71
H -0.91 4.02 -0.28
C -0.79 0.18 2.21
O 0.41 -0.04 1.52
H -0.71 0.76 3.14
H -1.08 -0.80 2.48
H -1.48 0.55 1.46
H 0.89 -0.86 1.77
*
```

E_HOMO (Eh): -0.3157
Gap between HOMO and LUMO (eV): 8.18
E_LUMO (eV): -0.409